A molecular structure, C12H24Cl2LuN2S at a distorted geometry, computed with wB97M-V/def2-TZVPD.

Results
Molar mass, g mol⁻¹: 474.28
Total charge: -1
Calculated total energy, Ha: -3135.279121
HOMO level, Ha: -0.0493
Kohn-Sham gap, eV: 3.86
Strongest force on any atom, eV Å⁻¹: 3.1
Energy relative to the best compared isomer or geometry (same formula, charge and spin), kJ/mol: 0.00
LUMO level, eV: 2.5

Positions of all 42 atoms, in Å:
Lu 1.6331 -2.5181 -0.5886
Cl 1.4550 -1.5137 -2.8127
Cl 0.2619 -2.6781 1.4622
C 1.1800 -4.4784 -1.4779
H 0.6831 -5.4261 -1.1455
H 1.5524 -4.7262 -2.5056
C 2.7078 0.2196 1.7603
C 2.9248 -0.6298 0.8042
H 1.9658 -0.0043 2.5475
C 3.6820 -0.2989 -0.4567
H 2.7993 -1.7294 1.0173
C 4.8814 0.6190 -0.1043
H 4.0304 -1.2043 -0.9726
H 3.0801 0.2261 -1.2094
C 4.3976 1.8314 0.6971
H 5.5794 0.0299 0.5042
H 5.4028 0.9673 -1.0110
C 3.4308 1.5236 1.8894
H 5.2588 2.3725 1.1101
H 3.8529 2.5142 0.0291
H 4.0169 1.4488 2.8238
H 2.7221 2.3590 2.0233
C -4.3281 -1.1887 1.6270
C -3.4992 0.0400 1.3037
N -2.3079 -0.3448 0.5131
C -1.6267 0.5642 -0.2339
S 0.0593 0.5061 -0.3896
N -2.4004 1.5248 -0.8470
C -3.5146 1.0859 -1.7205
C -4.4069 2.2619 -2.0753
H -4.5292 -1.7824 0.7294
H -5.2844 -0.8804 2.0561
H -3.8122 -1.8193 2.3577
H -4.0773 0.7716 0.7326
H -3.1761 0.5306 2.2356
H -1.6789 -1.0043 0.9924
H -1.8137 2.2218 -1.3102
H -3.0992 0.6459 -2.6413
H -4.0774 0.3092 -1.1948
H -3.8723 3.0031 -2.6784
H -5.2549 1.8974 -2.6625
H -4.7981 2.7532 -1.1784

A molecular structure, C8H4NO4S3Zn, computed with wB97M-V/def2-TZVPD.

Results
Molar mass, g mol⁻¹: 339.71
Total charge: -1
Calculated total energy, Ha: -3637.077685
HOMO level, Ha: -0.1501
Kohn-Sham gap, eV: 6.12
Strongest force on any atom, eV Å⁻¹: 0.7
LUMO level, eV: 2.0

Positions of all 21 atoms, in Å:
Zn 0.2463 -1.8714 -0.8045
O -1.8811 0.5053 2.5275
C -0.9377 -0.1815 1.8414
O -0.7200 -1.3481 1.9925
C -0.1341 0.7164 0.9410
C -0.1291 2.0902 1.0701
C 0.7009 2.8223 0.2235
C 1.4738 2.1592 -0.7060
C 1.3819 0.7717 -0.7860
N 0.5979 0.0803 0.0287
C 2.1588 -0.0358 -1.8315
O 3.0210 0.5672 -2.4559
O 1.8066 -1.2494 -1.9197
H -2.3494 -0.1594 3.0573
H -0.7499 2.5662 1.8124
H 0.7330 3.9018 0.2988
H 2.1424 2.6622 -1.3882
S -3.1934 -4.5556 -0.9565
C -1.8835 -3.5458 -1.0194
S -2.0002 -1.8399 -1.4445
S -0.2840 -4.0558 -0.4810

3 unconnected molecules or ions with the total composition C63H52N2O7 at a distorted geometry, computed with wB97M-V/def2-TZVPD.

Results
Molar mass, g mol⁻¹: 949.12
SMILES: CCNc1c(CC(C)C)c(Cc2ccc(C)cc2)c(-c2ccccn2)c2c1C(=O)c1ccc(CCO)cc1C2=O.O=C1c2ccccc2C(=O)c2ccccc21.O=C1c2ccccc2C(=O)c2ccccc21
Total charge: 0
Calculated total energy, Ha: -3067.987338
HOMO level, Ha: -0.3059
Kohn-Sham gap, eV: 7.15
Strongest force on any atom, eV Å⁻¹: 4.2
LUMO level, eV: -1.2

Positions of all 124 atoms, in Å:
C 2.0092 -7.8916 -1.1357
C 2.4353 -7.5702 -2.6296
N 2.7696 -6.1510 -2.9086
C 1.8071 -5.2250 -2.3939
C 0.4805 -5.0277 -3.0254
C 0.0631 -5.7965 -4.3389
C 0.5346 -4.9768 -5.6424
C -0.6293 -4.1456 -6.3185
C 1.7196 -3.9808 -5.3611
C -0.5283 -4.1071 -2.4719
C -1.9501 -3.8949 -3.0650
C -3.0467 -4.6935 -2.2550
C -2.7478 -5.7397 -1.2940
C -3.8258 -6.4716 -0.6074
C -5.2457 -6.2032 -0.8565
C -6.4042 -6.9866 -0.1811
C -5.5531 -5.1191 -1.8177
C -4.4765 -4.4043 -2.4873
C -0.1865 -3.3250 -1.2753
C -1.1263 -2.2900 -0.6125
C -0.9921 -0.8925 -0.9924
C -1.8021 0.2114 -0.4654
C -2.7747 -0.2457 0.5607
C -2.7631 -1.6699 0.8606
N -2.0286 -2.6726 0.3294
C 1.1266 -3.5001 -0.6721
C 2.1437 -4.4409 -1.2002
C 3.5291 -4.5203 -0.4695
O 4.1320 -5.5505 -0.2654
C 4.0955 -3.1265 -0.0340
C 5.4864 -2.7426 -0.1681
C 5.8281 -1.3667 0.2605
C 4.8443 -0.4458 0.7900
C 5.1618 1.0358 1.2229
C 4.2994 1.9669 0.2361
O 4.2243 1.3237 -1.0686
C 3.4230 -0.8533 0.9254
C 3.0784 -2.1915 0.5042
C 1.5852 -2.6673 0.5773
O 0.8883 -2.4338 1.5325
H 2.6424 -8.7469 -0.7574
H 2.1616 -7.0542 -0.4146
H 0.9387 -8.2430 -1.0850
H 3.3393 -8.2096 -2.8455
H 1.6247 -7.9738 -3.2932
H 3.7020 -5.9977 -2.5268
H 0.5654 -6.7937 -4.4193
H -1.0516 -5.9383 -4.3700
H 0.9169 -5.7140 -6.4047
H -1.6585 -4.5401 -6.1356
H -0.4272 -4.0945 -7.4216
H -0.5455 -3.0796 -5.9512
H 2.0752 -3.5291 -6.3330
H 1.3916 -3.1115 -4.7186
H 2.6130 -4.4607 -4.8785
H -2.0607 -4.2274 -4.1240
H -2.2102 -2.7997 -2.9839
H -1.7021 -6.0410 -1.0564
H -3.5858 -7.2929 0.1142
H -7.3052 -7.0031 -0.8605
H -6.7283 -6.5646 0.8057
H -6.1432 -8.0727 -0.0222
H -6.6234 -4.8822 -2.0488
H -4.7446 -3.6073 -3.2295
H -0.2286 -0.6448 -1.7754
H -1.6845 1.2719 -0.7691
H -3.4451 0.4849 1.0769
H -3.4826 -1.9861 1.6638
H 6.2446 -3.4385 -0.6032
H 6.8755 -0.9906 0.1624
H 6.2393 1.2986 1.1008
H 4.7553 1.1961 2.2500
H 3.2262 2.0534 0.5776
H 4.7783 2.9632 0.0576
H 3.4913 1.7104 -1.5738
H 2.6327 -0.1767 1.3233
O 6.4745 9.7727 2.6951
C 6.3569 8.5650 2.7686
C 6.8480 7.6904 1.6738
C 7.4667 8.2605 0.5647
C 7.9637 7.4493 -0.4449
C 7.8463 6.0652 -0.3507
C 7.2152 5.4940 0.7445
C 6.7087 6.3043 1.7569
C 6.0194 5.6835 2.9153
O 5.8504 4.4795 2.9606
C 5.5467 6.5552 4.0188
C 4.9304 5.9835 5.1286
C 4.5145 6.7862 6.1806
C 4.7128 8.1633 6.1288
C 5.3138 8.7385 5.0184
C 5.7280 7.9378 3.9577
H 7.5652 9.3369 0.4896
H 8.4491 7.8948 -1.3055
H 8.2462 5.4320 -1.1342
H 7.1215 4.4165 0.8113
H 4.7783 4.9117 5.1754
H 4.0384 6.3389 7.0455
H 4.3959 8.7882 6.9556
H 5.4629 9.8111 4.9819
O -7.4515 3.1358 -0.2969
C -7.3942 3.6394 0.8082
C -6.1077 3.6931 1.5476
C -4.9554 3.1802 0.9583
C -3.7414 3.2612 1.6248
C -3.6726 3.8557 2.8820
C -4.8214 4.3523 3.4798
C -6.0430 4.2673 2.8178
C -7.2692 4.7860 3.4746
O -7.2219 5.2368 4.6028
C -8.5510 4.7506 2.7278
C -9.7023 5.2661 3.3169
C -10.8986 5.2682 2.6150
C -10.9500 4.7558 1.3213
C -9.8082 4.2283 0.7360
C -8.6063 4.2189 1.4385
H -5.0034 2.7213 -0.0225
H -2.8441 2.8653 1.1627
H -2.7213 3.9293 3.3962
H -4.7643 4.8096 4.4605
H -9.6659 5.6702 4.3216
H -11.7930 5.6735 3.0738
H -11.8834 4.7667 0.7706
H -9.8545 3.8279 -0.2698

A single C3H3N3O2 molecule at a distorted geometry, computed with wB97M-V/def2-TZVPD.

Results
Molar mass, g mol⁻¹: 113.08
SMILES: O=Cc1nc(O)n[nH]1
Total charge: 0
Calculated total energy, Ha: -430.841299
HOMO level, Ha: -0.3647
Kohn-Sham gap, eV: 9.58
Strongest force on any atom, eV Å⁻¹: 3.2
Energy relative to the best compared isomer or geometry (same formula, charge and spin), kJ/mol: 209.20
LUMO level, eV: -0.3

Positions of all 11 atoms, in Å:
O 2.8604 -0.4408 -0.6017
C 1.7185 -0.8764 -0.7358
C 0.5069 -0.2533 -0.0913
N 0.3401 0.8620 0.6005
C -1.0600 0.8887 0.6672
O -1.6982 1.9142 1.1977
N -1.6713 -0.0687 0.0352
N -0.6562 -0.8762 -0.4411
H 1.6209 -1.7989 -1.3577
H -1.0602 2.3611 1.7248
H -0.9008 -1.7116 -0.9978

Question: What is the formula in the first record?
Answer: C12H24Cl2LuN2S

Question: Which formula does entry 1 have?
Answer: C12H24Cl2LuN2S

Question: What is the molar mass in the first record?
Answer: 474.28 g mol⁻¹